{
  "formula": "C48H49F2N8O2PbS2",
  "method": "ωB97M-V with the def2-TZVPD basis set",
  "energy_ev": -98936.9367,
  "e_lumo_ev": -4.17,
  "largest_force_ev_per_a": 0.8,
  "multiplicity": 1,
  "homo_lumo_gap_ev": 6.4884,
  "charge": 1,
  "species": ["Pb", "S", "S", "F", "F", "O", "O", "N", "N", "N", "N", "N", "N", "N", "N", "C", "C", "C", "C", "C", "C", "C", "C", "C", "C", "C", "C", "C", "C", "C", "C", "C", "C", "C", "C", "C", "C", "C", "C", "C", "C", "C", "C", "C", "C", "C", "C", "C", "C", "C", "C", "C", "C", "C", "C", "C", "C", "C", "C", "C", "C", "C", "C", "H", "H", "H", "H", "H", "H", "H", "H", "H", "H", "H", "H", "H", "H", "H", "H", "H", "H", "H", "H", "H", "H", "H", "H", "H", "H", "H", "H", "H", "H", "H", "H", "H", "H", "H", "H", "H", "H", "H", "H", "H", "H", "H", "H", "H", "H", "H", "H", "H"],
  "xyz": [[-0.221848, 0.157808, -0.393207], [-0.342667, 3.248766, -4.355759], [-4.012249, 3.384643, 0.764500], [3.191585, -3.570142, -2.714066], [4.065607, -2.560589, 1.738499], [-3.099565, -2.466228, 1.616774], [2.181325, 1.874451, 2.867030], [-1.972913, -1.298443, -0.010615], [-0.260118, -1.186049, -2.581031], [-2.901768, 1.468779, 2.244998], [1.153189, 1.651141, 0.822554], [1.067251, 1.067200, -3.953875], [-0.421530, 1.798798, -2.229247], [-0.397123, -0.276034, 1.899395], [-1.949396, 1.994750, 0.134634], [-2.163324, 2.906729, -0.878948], [0.728716, 4.448122, 3.303314], [1.720163, -2.066329, -1.613970], [-0.254399, -4.790767, -1.521385], [-4.430420, -2.102598, -2.696155], [1.597854, 2.936050, 0.365134], [-3.764880, -1.397436, -1.700667], [-1.223519, 4.981617, 1.866183], [-0.475431, -0.926623, 4.533756], [-1.319026, 2.854483, -2.062928], [-1.895097, -5.188564, 0.304775], [-3.020296, -3.997357, -2.341442], [2.941250, 4.362562, -1.037642], [3.313392, -2.399933, 0.645999], [3.414576, 1.075009, -1.855283], [0.433226, 0.330695, 2.729913], [-4.057203, -3.392971, -3.027313], [2.701527, 3.103289, -0.494404], [-3.220959, 3.729397, -0.715865], [1.450341, -1.385699, -0.423251], [0.925804, 4.075500, 0.841791], [0.809093, -1.955147, -2.783442], [-2.699890, -2.008100, -1.029728], [-1.210212, -1.086684, -3.509625], [-0.014865, -2.522229, -4.959454], [-5.338377, -0.208642, -0.204005], [-0.023954, 4.041001, 2.027844], [1.348913, 1.370376, 2.125615], [3.784271, 2.064341, -0.763765], [-4.777381, 0.832289, -2.432453], [0.976304, -2.619845, -3.999805], [2.179412, 5.464436, -0.692078], [-2.844083, 2.156388, 1.088337], [-2.328604, -3.333267, -1.334013], [0.429679, 0.026659, 4.082000], [2.220351, -1.547603, 0.707047], [-1.397649, 3.718710, -3.089505], [-4.261943, -0.029679, -1.280781], [-1.145591, -1.759289, -4.711771], [-1.273008, -1.181237, 2.308478], [-2.204319, -1.719339, 1.251712], [-1.256598, -4.112494, -0.584313], [4.289349, 1.379449, 0.504603], [1.214646, 5.318030, 0.284633], [3.655715, -3.069995, -0.504756], [-1.351104, -1.541342, 3.642561], [2.844935, -2.888983, -1.604597], [0.154209, 1.883500, -3.427245], [-1.124879, -5.711554, 0.873188], [-2.753200, -5.017863, -2.581278], [-2.613050, -4.762570, 0.998351], [1.128665, 0.534318, 4.729401], [-5.634097, 0.380734, -2.930508], [4.505546, 2.109469, 1.282691], [3.290091, 1.592394, -2.805340], [-4.006172, 1.010518, -3.186342], [-1.949671, -1.675889, -5.427362], [-2.011959, 4.709848, 2.568962], [-0.701214, -3.415035, 0.047645], [2.387855, 6.435405, -1.120277], [-2.086250, -2.272613, 3.944872], [-0.738428, -5.548332, -2.138294], [-6.211449, -0.706826, -0.629201], [-0.398232, 3.021887, 2.157312], [-4.971286, -0.826592, 0.616934], [4.628014, 2.640284, -1.153043], [3.563317, 0.679047, 0.906310], [1.141397, 5.450031, 3.175631], [0.516590, -5.293578, -0.936145], [-1.627869, 4.965032, 0.854431], [0.688393, 6.192058, 0.641931], [2.029850, -1.049353, 1.637221], [4.183409, 0.308160, -1.973784], [1.406644, 0.273268, -3.447920], [-2.019833, 4.589046, -3.186651], [-2.410210, -5.923889, -0.316115], [1.849740, -3.220227, -4.188041], [-5.100684, 1.802807, -2.052846], [1.544399, 3.767124, 3.533649], [2.480210, 0.570984, -1.608652], [3.782837, 4.486627, -1.708193], [-2.041487, -0.438967, -3.281700], [-3.578379, 4.508881, -1.363968], [-3.421020, 0.491334, -0.824332], [-0.502953, -1.188454, 5.582698], [-0.942673, 6.010400, 2.093144], [5.206497, 0.830332, 0.283124], [-4.591603, -3.933856, -3.796662], [0.098231, -3.050439, -5.896422], [-5.268583, -1.649008, -3.205862], [4.513874, -3.722785, -0.554850], [-3.742767, 1.526171, 2.794404], [0.234035, -4.081149, -2.191360], [-2.389319, 0.607576, 2.309730], [-5.662291, 0.754882, 0.189834], [1.425539, 1.237423, -4.876172], [0.041088, 4.473367, 4.150136]],
  "forces_ev_per_angstrom": [[0.42, -0.36, 0.53], [0.02, 0.01, -0.05], [-0.03, -0.01, 0.03], [0.08, 0.01, 0.18], [-0.06, 0.01, -0.08], [-0.03, -0.14, -0.03], [-0.03, -0.08, -0.07], [0.02, 0.25, -0.17], [-0.32, 0.27, -0.16], [-0.02, 0.02, 0.03], [-0.19, -0.17, -0.38], [-0.07, -0.15, -0.04], [0.09, -0.12, -0.22], [-0.06, 0.14, -0.02], [0.08, -0.10, 0.16], [-0.06, -0.10, -0.08], [0.05, -0.02, 0.03], [0.12, 0.00, 0.07], [0.06, 0.11, -0.08], [0.02, -0.05, -0.03], [0.22, 0.00, 0.05], [-0.11, 0.10, 0.10], [0.05, -0.04, -0.03], [0.01, 0.02, -0.04], [0.00, -0.03, 0.02], [0.01, 0.09, -0.02], [0.00, 0.03, -0.01], [-0.07, 0.06, 0.01], [-0.03, 0.05, 0.10], [-0.03, -0.06, -0.03], [0.04, 0.05, -0.03], [-0.02, 0.04, 0.02], [0.13, -0.06, -0.04], [-0.02, -0.02, 0.01], [-0.16, 0.30, -0.28], [-0.24, 0.11, 0.02], [-0.01, 0.11, 0.09], [0.16, -0.29, 0.08], [0.19, 0.03, -0.16], [-0.05, 0.03, -0.01], [0.02, -0.04, -0.01], [-0.02, 0.09, 0.03], [0.22, 0.01, 0.13], [-0.02, 0.02, 0.11], [0.04, 0.00, 0.05], [0.07, 0.06, -0.13], [0.02, -0.10, 0.03], [-0.11, -0.04, -0.11], [0.01, -0.03, 0.03], [-0.01, -0.07, -0.06], [0.12, -0.22, -0.21], [0.02, 0.04, -0.01], [0.05, 0.00, 0.03], [0.04, 0.00, 0.02], [0.07, -0.14, 0.00], [-0.13, 0.06, 0.03], [-0.01, 0.03, -0.04], [0.03, 0.00, -0.04], [-0.02, 0.01, -0.01], [0.01, -0.03, -0.02], [0.04, 0.02, -0.03], [0.00, -0.08, -0.10], [-0.02, 0.25, 0.27], [0.02, -0.02, 0.01], [0.00, -0.03, -0.01], [-0.07, 0.05, 0.05], [0.01, 0.00, 0.05], [-0.05, 0.00, -0.01], [-0.01, 0.01, 0.02], [0.01, 0.00, -0.03], [0.02, -0.01, -0.03], [-0.02, 0.00, -0.02], [0.01, 0.01, 0.03], [0.02, 0.00, 0.02], [0.00, 0.02, -0.02], [0.00, -0.01, 0.02], [0.00, -0.03, 0.01], [-0.02, -0.03, 0.00], [-0.03, 0.08, -0.06], [0.00, -0.01, 0.00], [-0.01, 0.01, 0.03], [-0.01, -0.02, 0.01], [-0.01, 0.05, 0.02], [0.03, -0.02, 0.02], [0.00, -0.01, 0.03], [-0.04, 0.03, 0.02], [0.00, 0.15, 0.17], [0.02, -0.02, 0.01], [0.10, -0.11, 0.05], [-0.03, 0.05, 0.04], [-0.01, -0.02, 0.01], [-0.09, 0.03, -0.01], [0.01, 0.01, 0.01], [-0.05, 0.12, -0.02], [-0.01, -0.04, 0.02], [0.02, -0.01, -0.02], [-0.07, 0.09, 0.02], [-0.02, -0.01, -0.07], [-0.06, -0.04, -0.04], [-0.01, 0.00, 0.02], [0.01, 0.03, -0.01], [0.00, -0.03, -0.01], [0.00, -0.01, -0.03], [-0.01, -0.01, -0.02], [-0.02, 0.03, -0.03], [0.03, -0.02, 0.02], [0.01, -0.01, 0.00], [-0.18, -0.31, 0.15], [-0.03, 0.05, 0.06], [-0.02, 0.09, 0.02], [0.03, 0.00, 0.02], [-0.04, 0.01, 0.04]],
  "mulliken_charge": [4.648, -0.281, -0.204, -0.354, -0.385, -0.730, -0.687, 1.126, 1.387, -0.087, 1.057, 0.103, 1.047, 0.952, 0.947, -1.390, -1.835, 0.307, -1.521, -0.477, -0.590, 1.162, -1.783, -1.276, -0.955, -1.828, -0.211, -0.601, 0.442, -1.265, -0.797, -1.784, 0.247, 0.010, 0.628, 0.835, -1.216, -1.825, -0.938, -1.287, -1.679, 2.146, 0.267, 0.164, -1.850, -0.396, -1.436, -0.249, 1.518, -0.791, -1.679, -0.490, 2.267, -1.274, -0.984, 0.513, 1.415, -1.648, -0.280, -1.122, -0.635, 1.084, -0.370, 0.471, 0.433, 0.377, 0.687, 0.494, 0.452, 0.545, 0.330, 0.606, 0.377, -0.712, 0.441, 0.675, 0.414, 0.411, -1.022, 0.292, 0.736, 0.066, 0.394, 0.423, 0.297, 0.424, 0.669, 0.543, -0.352, 0.556, 0.364, 0.733, 0.377, 0.346, -0.188, 0.485, 0.609, 0.474, -1.257, 0.455, 0.643, 0.471, 0.422, 0.467, 0.380, 0.564, 0.275, 0.424, -0.271, 0.406, 0.238, 0.472]
}